177
Properties=species:S:1:pos:R:3:forces:R:3 method="wB97M-V/def2-TZVPD" e_tot_ev=-138214.7920 smiles=N#COc1c(C(F)(F)F)c(C[C@@H](O)CN)c(CCCCO)c2nc(CCC(F)(F)C(F)(F)C(F)(F)C(F)(F)S(F)(F)(F)(F)F)cnc12.CC(C)O.CC(C)O.CC(C)O.CC(C)O.CC(C)O.CC(C)O.CC(C)O.CC(C)O.CC(C)O fmax_ha_per_bohr=0.123 charge=0 homo_lumo_gap_ev=8.58
N 3.377908 6.658482 0.968970 -0.2 -0.1 0.3
C 2.464041 6.891065 0.307968 0.1 0.4 -0.5
O 1.546574 7.243740 -0.549086 0.2 -0.5 0.3
C 1.612764 6.446688 -1.714426 0.0 0.1 -0.1
C 2.362488 6.807804 -2.793463 -0.1 -0.5 -0.4
C 3.128279 8.118640 -2.793313 -0.4 0.1 0.5
F 4.415875 7.961257 -2.462582 0.3 0.0 -0.1
F 2.640005 9.004689 -1.911171 -0.1 0.0 0.0
F 3.063001 8.737749 -3.978950 0.2 0.0 -0.3
C 2.397413 5.899450 -3.924278 0.1 0.1 -0.1
C 3.243461 6.218610 -5.145156 0.3 0.6 0.4
C 4.762399 6.355924 -4.879210 0.2 -0.5 -0.8
O 5.138858 5.552919 -3.778423 -0.2 0.3 0.0
C 5.554997 5.939797 -6.171865 0.5 -0.1 0.2
N 6.261353 4.649503 -6.037764 -0.2 0.4 -0.5
C 1.646557 4.743995 -3.915225 -0.4 -0.4 0.1
C 1.615530 3.763625 -5.071404 0.7 0.5 -0.5
C 2.822920 2.807485 -5.079915 -0.2 -0.5 0.2
C 2.914676 2.026092 -3.762013 0.3 0.2 -0.6
C 4.011493 0.980514 -3.745319 0.2 0.4 0.1
O 5.271302 1.598000 -4.035344 -0.2 0.0 0.0
C 0.834704 4.404604 -2.780060 0.7 0.3 -1.1
N 0.085587 3.259042 -2.825387 -0.2 0.8 1.1
C -0.616197 3.055035 -1.740113 -0.4 -1.0 -0.2
C -1.531393 1.838863 -1.696119 0.1 1.4 0.0
C -2.986308 2.358786 -1.533368 0.4 0.0 0.3
C -4.062888 1.538744 -2.228713 0.9 0.4 0.5
F -3.727475 0.222171 -2.140244 -0.2 6.3 -0.4
F -5.232756 1.671762 -1.562861 -0.4 0.1 -0.2
C -4.229067 1.827445 -3.744188 -0.2 0.5 0.1
F -3.012032 2.153979 -4.222360 0.2 0.0 0.0
F -4.619344 0.728486 -4.399409 -0.3 -0.1 -0.1
C -5.167519 3.059385 -4.078809 0.8 -0.8 0.0
F -4.682475 3.602832 -5.197578 -0.2 0.3 -0.1
F -5.005415 3.931991 -3.070094 -0.4 0.3 0.1
C -6.637545 2.628874 -4.340389 -0.3 -0.2 -0.5
F -7.009306 1.646430 -3.528209 0.1 0.2 0.5
F -6.656106 2.126246 -5.576940 0.0 0.1 -0.1
S -7.959447 4.000490 -4.249861 -1.3 0.1 -0.5
F -8.324636 3.830747 -5.787317 0.2 0.0 0.2
F -6.917744 5.122751 -4.650874 0.4 -0.2 0.3
F -7.670106 4.191779 -2.706171 0.4 0.0 0.0
F -9.074648 2.917211 -3.905623 0.3 0.0 0.0
F -9.067590 5.121261 -4.144287 0.1 0.0 0.1
C -0.586788 3.911184 -0.598295 0.3 0.3 -0.2
N 0.126997 4.998191 -0.554719 -0.1 -0.2 -0.1
C 0.845243 5.262767 -1.684219 -0.4 -0.1 0.7
H 3.136960 5.491234 -5.937786 -0.3 -0.3 0.2
H 2.900318 7.169705 -5.559514 0.0 -0.1 -0.1
H 5.031265 7.396796 -4.702648 -0.2 0.0 0.2
H 5.790548 6.048769 -3.278749 0.1 -0.2 0.2
H 4.902468 5.888392 -7.046551 -0.2 0.2 0.1
H 6.288490 6.724855 -6.384423 -0.1 0.1 0.0
H 6.062417 4.089683 -6.857463 -0.1 -0.2 0.1
H 7.256848 4.822636 -6.086052 0.0 -0.1 0.2
H 0.685668 3.204171 -5.084288 0.0 0.0 0.2
H 1.638749 4.332175 -6.003745 -0.2 0.0 0.0
H 3.766987 3.320465 -5.273530 0.0 0.1 0.1
H 2.683095 2.088783 -5.896400 0.0 0.1 0.0
H 1.959350 1.518413 -3.608377 0.0 0.1 0.3
H 3.105161 2.744331 -2.959816 -0.1 -0.1 0.1
H 4.050722 0.558843 -2.738779 -0.1 -0.3 -0.1
H 3.811881 0.204403 -4.492771 -0.1 -0.1 0.1
H 5.947424 0.961637 -3.791574 0.1 0.1 -0.1
H -1.236958 1.234093 -0.839864 -0.2 -0.2 -0.3
H -1.411266 1.292192 -2.624966 0.2 0.4 0.3
H -3.016692 3.400443 -1.849271 -0.3 -0.1 -0.1
H -3.234217 2.348868 -0.471158 -0.2 0.0 0.0
H -1.188657 3.667390 0.270799 0.0 0.0 0.0
C -1.551184 -2.951076 -3.153425 0.2 -0.1 0.1
C -2.127239 -2.013903 -2.103157 -0.2 -0.2 -0.6
C -3.614138 -1.773658 -2.317091 -0.3 -3.0 0.3
O -1.430193 -0.767026 -2.125104 0.4 -0.9 0.3
H -1.663258 -2.520356 -4.152535 -0.1 0.0 0.0
H -0.484822 -3.104739 -2.982986 0.0 0.0 0.0
H -2.051100 -3.920825 -3.136509 0.0 0.0 0.0
H -1.966097 -2.440085 -1.111580 0.1 0.1 0.1
H -3.792722 -1.302640 -3.288118 0.0 -0.7 0.0
H -4.003741 -1.098427 -1.554546 -0.2 -2.9 0.4
H -4.177308 -2.707809 -2.278030 0.2 -0.3 -0.1
H -1.560323 -0.374047 -2.994527 0.0 -0.3 -0.1
C 2.586963 0.428409 0.528014 -0.2 0.1 -0.1
C 2.515558 -1.044603 0.152710 0.4 0.2 0.3
C 3.104223 -1.931493 1.234639 -0.1 -0.2 0.0
O 3.204461 -1.258055 -1.084448 -0.3 -0.1 -0.2
H 3.627101 0.738216 0.662913 0.0 -0.1 0.1
H 2.163248 1.048339 -0.265502 0.0 0.0 0.0
H 2.045559 0.626969 1.454379 0.0 0.0 0.0
H 1.475255 -1.324784 -0.023967 0.0 0.0 -0.2
H 4.160999 -1.702567 1.395534 0.0 0.1 0.0
H 3.039919 -2.976656 0.933949 0.0 0.0 0.0
H 2.577497 -1.808203 2.182047 0.0 0.0 0.0
H 4.124244 -1.009503 -0.943129 0.0 -0.1 0.1
C 2.704539 -7.281153 -1.013264 0.1 -0.1 0.1
C 2.172808 -6.219610 -0.061724 -0.2 0.1 -0.6
C 0.714562 -5.891517 -0.341852 -0.1 0.0 0.1
O 2.949438 -5.029015 -0.166253 0.2 -0.1 0.3
H 2.646898 -6.930073 -2.047222 -0.1 0.0 0.0
H 3.752581 -7.495098 -0.800455 0.0 0.0 0.0
H 2.135545 -8.208600 -0.931314 0.0 0.0 0.0
H 2.278187 -6.566868 0.967144 0.1 0.1 0.0
H 0.599148 -5.490562 -1.353213 0.0 -0.1 0.0
H 0.359718 -5.130723 0.352669 0.0 -0.1 0.0
H 0.078118 -6.771741 -0.244507 0.0 0.0 0.0
H 2.871564 -4.696322 -1.067552 0.0 0.1 0.0
C 8.854858 -2.354531 2.309090 0.0 0.1 -0.1
C 7.601056 -1.623875 2.764369 0.1 -0.4 0.2
C 7.428343 -1.704537 4.273815 -0.1 0.1 0.0
O 6.453414 -2.166690 2.110444 0.0 0.3 0.0
H 8.794101 -3.415469 2.567130 0.0 0.0 0.1
H 8.962591 -2.288970 1.226245 0.0 0.0 0.0
H 9.748733 -1.936635 2.774413 0.0 0.0 0.0
H 7.656658 -0.578151 2.460110 -0.1 0.0 -0.1
H 7.324024 -2.746411 4.592053 0.1 0.0 0.0
H 6.525410 -1.174969 4.583597 0.0 0.1 0.0
H 8.280651 -1.268451 4.796302 0.0 0.0 0.0
H 6.379550 -3.094737 2.359573 0.0 0.0 -0.1
C -3.943347 -2.939209 1.272717 -0.1 -0.1 -0.2
C -3.323760 -4.101566 2.032774 0.3 0.5 0.1
C -2.893547 -3.677766 3.427574 0.0 -0.1 0.1
O -2.206373 -4.622505 1.308933 -0.2 -0.2 -0.1
H -3.219911 -2.126896 1.153710 0.0 0.0 0.1
H -4.243271 -3.254541 0.272429 0.0 0.0 0.0
H -4.819178 -2.548448 1.793021 0.0 0.0 0.0
H -4.043628 -4.918456 2.104792 0.1 -0.1 -0.1
H -2.134312 -2.891969 3.373566 -0.1 0.1 -0.1
H -2.448329 -4.518141 3.961672 0.0 0.0 0.0
H -3.741259 -3.305439 4.006213 0.0 0.0 0.0
H -1.555621 -3.917874 1.218104 0.0 0.0 0.0
C 4.051619 -1.798854 6.893652 -0.1 0.1 0.0
C 3.237625 -2.564599 5.860821 0.5 -0.1 0.0
C 3.710957 -4.005693 5.739827 -0.1 -0.1 -0.1
O 3.317732 -1.918081 4.593207 -0.2 0.0 0.1
H 5.105096 -1.767010 6.602292 0.0 -0.1 0.0
H 3.703034 -0.768264 6.966751 0.0 0.0 0.0
H 3.980150 -2.262041 7.879208 0.0 0.0 0.0
H 2.183874 -2.548751 6.142699 0.0 0.1 -0.1
H 4.754532 -4.037569 5.413078 0.0 0.0 0.1
H 3.120405 -4.540271 4.994966 0.0 0.0 0.0
H 3.631258 -4.532171 6.692475 0.0 0.0 0.0
H 4.240120 -1.917547 4.311310 0.0 0.0 -0.1
C -7.526606 -5.651018 5.876117 -0.1 0.1 -0.1
C -6.238325 -5.108394 5.276748 0.1 -0.2 0.5
C -5.041445 -5.959395 5.670508 0.1 0.2 -0.2
O -6.037789 -3.756411 5.695506 0.0 0.1 -0.3
H -7.471447 -5.643906 6.968095 0.1 -0.1 0.0
H -8.374876 -5.028610 5.588398 0.0 0.0 0.0
H -7.716640 -6.673684 5.547131 0.0 0.0 0.0
H -6.327461 -5.078851 4.189085 0.0 0.2 0.0
H -4.906051 -5.966337 6.752563 -0.1 -0.1 0.0
H -4.128440 -5.551975 5.235502 0.0 0.0 -0.1
H -5.159112 -6.990286 5.334791 0.0 0.0 0.1
H -5.956838 -3.758242 6.654888 0.0 0.0 0.0
C -3.230917 7.888385 -1.689047 0.2 0.1 0.1
C -3.081514 7.578398 -3.170667 -0.5 -0.1 0.3
C -4.409430 7.702927 -3.897979 0.0 0.0 -0.2
O -2.560424 6.262103 -3.335679 0.4 -0.1 -0.2
H -3.925977 7.185218 -1.220271 -0.1 0.0 -0.1
H -2.272087 7.787560 -1.178390 0.0 0.0 0.0
H -3.605373 8.900680 -1.530821 0.0 0.0 0.0
H -2.351999 8.257320 -3.613868 0.1 -0.1 0.0
H -5.132280 6.989658 -3.491229 0.0 0.1 0.1
H -4.291796 7.475235 -4.958178 0.0 0.0 0.0
H -4.821570 8.708250 -3.800287 0.0 0.0 0.0
H -3.192547 5.647719 -2.949058 -0.1 0.0 0.0
C -1.375980 -7.773069 8.131566 0.0 0.1 -0.2
C -2.642836 -7.153757 8.701634 0.2 -0.5 0.2
C -2.734691 -7.360227 10.205974 -0.1 0.1 0.0
O -3.790604 -7.708964 8.059146 0.0 0.2 0.0
H -1.366171 -8.852423 8.306684 0.0 0.0 0.1
H -1.326701 -7.617923 7.053311 0.0 0.0 0.0
H -0.483585 -7.341404 8.587130 0.0 0.0 0.0
H -2.658637 -6.085725 8.478159 -0.1 0.0 -0.1
H -2.765870 -8.427012 10.443918 0.1 0.0 0.0
H -3.648407 -6.912804 10.598427 0.0 0.0 0.0
H -1.880827 -6.916844 10.720231 0.0 0.0 0.0
H -3.802284 -8.654710 8.240144 0.0 0.0 0.0